Entry from the Open Molecules 2025 dataset: C10H16IrN7O6P2 as an isolated structure (ωB97M-V/def2-TZVPD).

Geometry as XYZ:
```
42
Properties=species:S:1:pos:R:3:forces:R:3
Ir 0.24282 -0.04854 0.22518 0.18 -1.33 -0.91
N 3.53008 -0.67832 0.22504 -0.19 -0.01 -0.05
C 2.82640 -1.79701 0.10460 -0.06 -0.10 0.11
N 3.46132 -2.94823 0.11688 0.33 -0.16 -0.06
C 2.74485 -4.06701 -0.00928 -0.12 0.54 -0.02
N 3.35465 -5.23159 -0.02320 -0.02 -0.07 -0.03
N 1.38076 -4.06390 -0.11301 -0.22 -0.49 -0.04
C 0.81543 -2.90939 -0.10043 0.44 -0.17 0.08
N 1.45463 -1.71618 -0.02407 -0.46 0.82 0.43
C -0.64286 -2.80308 -0.11649 -0.24 -0.25 0.03
C -1.47760 -3.89185 -0.01530 -0.12 0.07 -0.12
C -2.84843 -3.66969 0.06148 -0.03 -0.02 0.00
C -3.33445 -2.37324 0.00212 0.09 -0.08 -0.13
C -2.43907 -1.32627 -0.11822 -0.15 0.24 -0.06
N -1.12336 -1.54799 -0.16436 0.65 1.10 0.97
H 4.52853 -0.74784 0.33719 0.01 -0.05 -0.03
H 3.07946 0.21946 0.22722 0.11 0.04 0.09
H 4.35946 -5.27971 0.03886 -0.01 0.04 0.01
H 2.81893 -6.07936 -0.11948 0.00 0.02 0.00
H -1.04541 -4.88110 0.02125 0.01 0.00 0.00
H -3.52822 -4.50353 0.17449 0.00 0.00 -0.01
H -4.39254 -2.16222 0.05592 0.00 0.01 -0.03
H -2.76788 -0.29794 -0.18244 0.07 0.03 0.11
N -0.67464 3.27368 2.86605 0.09 -0.12 0.06
C 0.62081 2.59594 2.44825 0.04 -0.46 -0.39
C 1.79289 3.30019 3.11965 0.00 0.16 0.17
P 0.41704 0.87530 3.13503 0.17 0.58 0.64
O 1.87413 0.24628 3.12727 -0.14 -0.01 -0.18
O -0.19174 1.11678 4.45024 -0.14 -0.30 -0.10
O -0.41116 0.02957 2.12581 0.37 -0.10 -1.12
P 0.68325 2.79064 0.62139 -0.35 1.02 0.36
O 2.02941 1.96669 0.22066 -0.26 -0.24 0.16
O 0.71438 4.21839 0.33185 0.04 -0.08 -0.25
O -0.44163 1.89686 0.06030 -0.10 -0.59 0.31
H -0.93067 2.85146 3.77904 -0.03 0.14 0.05
H -1.42435 3.08581 2.19415 -0.07 0.03 0.08
H -0.56070 4.28811 2.94167 0.03 -0.01 -0.05
H 1.67952 3.29631 4.20576 0.00 -0.04 0.00
H 1.86822 4.33408 2.77860 -0.04 -0.01 -0.04
H 2.72722 2.79979 2.87352 -0.02 -0.02 -0.02
H 2.31113 0.28807 3.98951 0.06 -0.04 0.06
H 2.68422 2.54500 -0.20370 0.09 -0.07 -0.12
```
Positions in Å, forces in eV/Å.

**E_LUMO (spin up / spin down)**: -8.5 / -8.5 eV
**Total charge**: +2
**E_HOMO (spin up / spin down)**: -0.587 / -0.587 hartree
**Gap between HOMO and LUMO (spin up / spin down)**: 0.275 / 0.275 Eh
**DFT total energy**: -54753.549 eV

Here are the Löwdin charges for atoms 1 to 8, given in e: Ir 1.47; N 0.21; C -0.40; N 0.20; C -0.38; N 0.24; N 0.22; C -0.28